This record from the OMol25 dataset describes a cluster of 3 separate species, C25H57B2BrN3O10S2Si in total in a non-equilibrium geometry. The level of theory is ωB97M-V/def2-TZVPD.

Each line ends with the Löwdin charge.
Geometry (Å):
C: 0.8851 1.8323 3.0465  -0.085
C: 1.8808 0.5637 3.1628  -0.291
C: 2.0279 0.6570 4.7152  -0.155
C: 2.7571 -0.3705 5.6167  -0.287
C: 2.1792 -0.2401 7.0836  -0.602
Br: 2.6579 -1.7832 8.2131  0.633
C: 1.0387 -0.5914 2.3789  -0.254
C: -0.1272 -0.1300 1.4287  -0.143
C: -0.7631 -1.1082 0.4018  -0.180
C: 0.0623 -2.2323 -0.3000  -0.151
C: -0.9384 -3.4037 -0.7093  -0.217
O: -0.8095 -3.6775 -2.1229  -0.089
Si: 0.6157 -2.1890 3.4087  0.665
C: -0.7033 -3.3461 2.6958  -0.175
C: -0.1304 -1.7532 5.1354  -0.147
C: 2.1491 -3.3463 3.5633  -0.156
O: 2.0967 -0.8065 1.3413  -0.117
C: 2.9241 0.2782 0.9929  -0.318
C: 2.5551 1.2540 -0.1710  -0.146
C: 2.0548 0.5490 -1.4816  -0.229
C: 0.6993 1.1933 -1.9744  -0.520
S: 0.3229 0.6076 -3.6899  0.723
B: 4.1969 -0.5223 0.3017  -0.485
N: 4.2529 -2.0148 0.4383  0.159
O: 5.2100 0.1461 -0.3976  0.173
N: 3.1513 0.8807 2.3861  -0.198
S: 3.5126 2.6458 2.2057  1.054
B: 4.5075 0.3489 2.8656  -0.668
N: 4.7520 -0.9502 3.5063  0.235
O: 5.7004 1.1249 2.7768  0.075
H: 1.1935 2.6683 3.7090  0.080
H: -0.1102 1.5378 3.4440  0.104
H: 0.8100 2.2564 2.0347  0.066
H: 2.5581 1.6238 4.9192  0.122
H: 1.0177 0.8343 5.1421  0.107
H: 2.7988 -1.4302 5.3143  0.052
H: 3.8211 -0.0570 5.7302  0.107
H: 1.1034 0.0088 7.1032  0.061
H: 2.7080 0.6324 7.5277  0.067
H: 0.1184 0.7784 0.8344  0.091
H: -0.9622 0.2057 2.0981  0.127
H: -1.6597 -1.5798 0.8664  0.085
H: -1.2168 -0.5040 -0.4213  0.111
H: 0.9026 -2.6616 0.2759  0.101
H: 0.3910 -1.8443 -1.2922  0.084
H: -1.9952 -3.1266 -0.5637  0.102
H: -0.6419 -4.3393 -0.1893  0.109
H: 0.1102 -3.9178 -2.2535  0.076
H: -0.3026 -3.8898 1.8196  0.019
H: -0.8393 -4.1359 3.4784  0.060
H: -1.7125 -2.9175 2.5538  0.049
H: -0.4888 -0.7078 5.2070  0.035
H: -1.0105 -2.3944 5.3655  0.052
H: 0.6410 -2.0253 5.8838  0.011
H: 1.8760 -4.3995 3.3140  0.050
H: 2.9162 -3.0805 2.7934  0.022
H: 2.5624 -3.3890 4.5904  0.035
H: 3.4184 1.8900 -0.4714  0.122
H: 1.7644 1.9916 0.1116  0.097
H: 2.7743 0.7621 -2.3037  0.114
H: 1.9586 -0.5515 -1.4323  0.090
H: -0.1412 0.9941 -1.2840  0.046
H: 0.8886 2.2880 -1.9851  0.090
H: 0.3396 -0.7672 -3.5577  -0.125
H: 3.7796 -2.3791 -0.3953  0.097
H: 5.2113 -2.3537 0.3488  0.081
H: 5.9332 -0.4853 -0.4551  0.113
H: 3.6475 3.1000 3.4991  -0.030
H: 3.8610 -1.4462 3.5062  0.042
H: 5.4569 -1.4347 2.9590  0.110
H: 6.1749 1.0755 3.6128  0.116
C: -3.7530 -1.3282 -2.7540  -0.049
C: -4.2594 -1.3994 -1.3275  -0.214
O: -4.7916 -0.1396 -0.9030  0.034
C: -6.0306 0.1257 -1.3262  -0.611
O: -6.7146 -0.5901 -2.0027  0.136
O: -6.3683 1.3362 -0.8781  0.005
C: -7.6531 1.7785 -1.3199  -0.038
H: -3.0474 -0.5020 -2.8707  0.072
H: -3.2582 -2.2595 -3.0350  0.078
H: -4.5709 -1.1502 -3.4530  0.081
H: -3.4298 -1.6230 -0.6553  0.081
H: -4.9984 -2.1928 -1.2035  0.131
H: -8.4230 1.0409 -1.0978  0.098
H: -7.6262 1.9926 -2.3885  0.101
H: -7.8844 2.6964 -0.7840  0.094
C: -0.3129 2.3215 -7.6650  -0.060
C: -1.1206 2.6501 -6.4255  -0.239
O: -1.8554 3.8667 -6.5994  0.037
C: -2.9834 3.7532 -7.3034  -0.612
O: -3.4228 2.7420 -7.7781  0.129
O: -3.5308 4.9660 -7.4027  0.007
C: -4.7166 5.0020 -8.1976  -0.040
H: 0.3150 3.1683 -7.9485  0.084
H: 0.3216 1.4509 -7.4923  0.076
H: -0.9650 2.1085 -8.5129  0.078
H: -0.4462 2.8136 -5.5853  0.086
H: -1.7868 1.8302 -6.1513  0.117
H: -5.4419 4.2628 -7.8598  0.096
H: -4.4672 4.8405 -9.2465  0.100
H: -5.1521 5.9929 -8.0893  0.094

highest occupied orbital energy	-0.42519	hartree
energy above the lowest of the compared OMol25 structures with the same formula, charge and spin	177.9	kJ/mol
charge	+1
LUMO	-3.11	eV
orbital gap	8.5	eV